The following is a DFT calculation (ωB97M-V/def2-TZVPD) of the molecule C5H6S3 in a non-equilibrium geometry.

total charge = 0
E_tot = -37786.9563 eV
energy above the lowest of the compared OMol25 structures with the same formula, charge and spin = 19.29 kcal/mol
orbital gap = 7.823 eV
SMILES = S=C1CCCC(=S)S1

The geometry in XYZ format:
```
14
C5H6S3 ωB97M-V/def2-TZVPD
S -2.09111 -1.47552 1.54733
C -0.83575 -0.56872 1.06619
C 0.23021 -0.00657 1.94004
C 1.58367 0.05223 1.28928
C 1.80004 0.93249 0.04844
C 0.71868 0.72051 -1.04387
S 1.07192 0.90709 -2.63008
S -0.85701 -0.00884 -0.66430
H 0.34055 -0.59001 2.80491
H -0.12870 0.97605 2.29688
H 2.42947 0.34333 1.99689
H 1.86296 -0.96220 0.99204
H 2.85319 0.65287 -0.28681
H 1.68043 2.03661 0.34829
```


The following is a DFT calculation (ωB97M-V/def2-TZVPD) of C8H16CoO8 as an isolated structure in a non-equilibrium geometry.

total charge = -6
E_tot = -62520.1278 eV
spin multiplicity = 4
orbital gap (alpha / beta) = 3.976 / 3.954 eV
<S²> = 3.7553

The geometry in XYZ format:
```
33
C8H16CoO8 ωB97M-V/def2-TZVPD
Co -0.13372 0.14537 -0.39423
O 2.46596 -2.39445 -1.89912
C 2.49875 -1.59071 -2.92334
C 2.06965 -0.06860 -2.80553
O 0.77612 0.31847 -2.39127
H 2.19317 -2.01593 -3.93497
H 3.62610 -1.48943 -3.22029
H 2.25533 0.40833 -3.80388
H 2.72845 0.40996 -2.05763
O -1.32642 1.82188 0.00718
C -2.51505 2.39024 -0.48374
C -2.81427 2.40265 -2.00548
O -3.10449 1.28967 -2.71736
H -2.51400 3.40853 -0.01210
H -3.38747 1.94583 0.05582
H -1.94860 2.92017 -2.49126
H -3.70114 3.10175 -2.22457
O 3.05707 -0.22873 3.88553
C 2.47028 0.96105 3.48235
C 1.27849 1.00426 2.41192
O 1.33933 0.32315 1.21528
H 3.33343 1.47223 2.97350
H 2.16054 1.59513 4.35614
H 1.03532 2.05452 2.10921
H 0.38669 0.68779 3.01082
O -0.15665 -3.87104 1.46110
C -1.30659 -3.25596 1.76216
C -1.70336 -2.00549 0.83078
O -1.21049 -1.75730 -0.49277
H -1.39423 -2.95060 2.83597
H -2.18819 -3.94096 1.50077
H -1.46194 -1.03585 1.30380
H -2.80808 -2.05586 0.65521
```


The following is a DFT calculation (ωB97M-V/def2-TZVPD) of a 11-piece molecular cluster, C22H66O11 overall in a non-equilibrium geometry.

total charge = 0
E_tot = -46400.0521 eV
energy above the lowest of the compared OMol25 structures with the same formula, charge and spin = 154.30 kcal/mol
orbital gap = 9.961 eV
SMILES = CCO.CCO.CCO.CCO.CCO.CCO.CCO.CCO.CCO.CCO.CCO

The geometry in XYZ format:
```
99
C22H66O11 ωB97M-V/def2-TZVPD
C 0.20951 -0.08477 1.65462
C 0.56517 -0.60741 0.29450
O 0.03741 0.27524 -0.69816
H 0.30565 -0.88738 2.38584
H -0.84071 0.18543 1.54448
H 0.72591 0.78668 2.05713
H 0.39223 -1.64337 0.00299
H 1.64983 -0.50390 0.26451
H 0.73165 0.41484 -1.34635
C -0.20738 5.73359 6.76068
C -1.50823 5.71380 5.97173
O -2.41778 5.04211 6.84542
H 0.33190 4.82490 6.49316
H -0.26224 5.87067 7.84064
H 0.24529 6.67123 6.43815
H -1.46307 5.19467 5.01434
H -1.81890 6.75298 5.86369
H -3.32860 5.12067 6.55243
C -6.99787 2.91598 -0.54725
C -5.73232 2.05058 -0.96439
O -4.69352 2.81983 -1.67707
H -7.60955 3.41905 -1.29617
H -6.60061 3.75387 0.02566
H -7.55353 2.20024 0.05860
H -6.16348 1.25841 -1.57648
H -5.32814 1.47883 -0.12902
H -3.90066 2.40508 -1.32929
C -1.05816 -8.68173 -0.04370
C -1.75724 -9.65487 -1.06659
O -0.95739 -9.84253 -2.26886
H -1.63430 -8.99276 0.82774
H -1.09520 -7.59281 -0.07530
H -0.01863 -8.92919 0.17133
H -2.70280 -9.17145 -1.31221
H -1.93359 -10.66045 -0.68473
H -0.47670 -10.65334 -2.08681
C 6.37843 1.51826 0.31425
C 7.31633 0.35243 -0.15776
O 6.64350 -0.95685 0.01963
H 6.82721 2.48650 0.09240
H 6.17409 1.41145 1.37958
H 5.41252 1.41863 -0.18091
H 8.33632 0.27830 0.21937
H 7.40921 0.53304 -1.22867
H 6.92884 -1.49370 -0.72331
C -0.44840 1.29580 -9.51253
C -1.61968 1.51979 -8.50277
O -1.12057 2.17674 -7.36979
H 0.34955 0.73150 -9.02989
H -0.11395 2.27119 -9.86587
H -0.76329 0.77488 -10.41674
H -1.90815 0.51180 -8.20471
H -2.43445 2.09617 -8.94100
H -1.76208 2.33947 -6.67440
C 2.40224 6.49941 1.04947
C 1.16721 6.12977 0.11855
O 0.49584 7.27208 -0.48189
H 2.84893 5.63200 1.53544
H 2.06135 7.20431 1.80777
H 3.12792 7.07433 0.47418
H 0.34520 5.70234 0.69274
H 1.40697 5.39054 -0.64575
H 1.05527 7.49740 -1.22880
C 6.73319 4.45978 -5.41208
C 5.45680 3.68702 -5.80485
O 4.87373 4.49799 -6.77290
H 6.48253 5.24371 -4.69743
H 7.12701 4.88398 -6.33570
H 7.36847 3.89710 -4.72805
H 4.78941 3.40999 -4.98879
H 5.74485 2.83587 -6.42184
H 4.19735 5.05330 -6.37825
C 2.79060 -4.34835 -5.23676
C 2.04269 -5.46073 -4.49345
O 1.48635 -6.14177 -5.54657
H 2.13746 -3.62868 -5.73029
H 3.47774 -4.72407 -5.99490
H 3.45703 -3.76488 -4.60153
H 1.24489 -5.13958 -3.82377
H 2.64987 -6.09920 -3.85175
H 1.29343 -7.06535 -5.36936
C -3.94610 -4.90480 3.80132
C -5.18419 -5.49578 4.52671
O -5.06231 -6.94102 4.59626
H -4.09884 -4.87307 2.72254
H -3.02839 -5.44070 4.04367
H -3.76386 -3.88014 4.12527
H -6.13933 -5.25005 4.06258
H -5.23300 -5.11178 5.54567
H -5.50683 -7.24737 3.80243
C -2.77057 -1.63639 10.00568
C -2.89947 -0.57884 8.87845
O -2.33255 0.59192 9.35025
H -1.77589 -1.62909 10.45138
H -3.06139 -2.64862 9.72476
H -3.46089 -1.40383 10.81653
H -3.90994 -0.32864 8.55527
H -2.41704 -0.80345 7.92718
H -2.41336 1.33552 8.74848
```


The following is a DFT calculation (ωB97M-V/def2-TZVPD) of the molecule C25H33N3O4.

total charge = 0
E_tot = -39121.1779 eV
energy above the lowest of the compared OMol25 structures with the same formula, charge and spin = 42.87 kcal/mol
orbital gap = 8.208 eV
SMILES = CCOc1ccc(NC(=O)[C@H]2CC[C@H](CNc3c(N4CCCCC4)c(=O)c3=O)CC2)cc1

The geometry in XYZ format:
```
65
C25H33N3O4 ωB97M-V/def2-TZVPD
C -10.16574 -1.93493 0.47076
C -10.23425 -0.41043 0.44034
O -9.18975 0.19683 1.17134
C -7.92902 0.23058 0.65529
C -6.94358 0.73364 1.50699
C -5.63197 0.84061 1.10100
C -5.26678 0.44218 -0.18291
N -3.95272 0.52058 -0.66421
C -2.82068 0.90803 -0.01355
O -2.78270 1.29747 1.13194
C -1.57482 0.77508 -0.88777
C -1.16604 -0.70162 -0.96284
C 0.10279 -0.86693 -1.79391
C 1.24887 -0.04858 -1.20144
C 2.52528 -0.24215 -2.03532
N 3.71683 0.23251 -1.36515
C 4.34032 -0.57497 -0.47967
C 5.35938 -0.44436 0.47179
N 6.13387 0.54198 0.94718
C 6.33013 1.79612 0.25540
C 7.62920 1.76004 -0.55479
C 8.80308 1.43889 0.36732
C 8.53989 0.13037 1.10905
C 7.21027 0.21279 1.86097
C 5.24576 -1.86490 0.85604
O 5.75250 -2.55526 1.71179
C 4.20359 -2.01564 -0.22792
O 3.55786 -2.91272 -0.72492
C 0.84416 1.42390 -1.11965
C -0.42917 1.59556 -0.29908
C -6.24583 -0.05537 -1.03465
C -7.56327 -0.16409 -0.62696
H -11.01895 -2.35161 -0.05757
H -9.25084 -2.29221 0.00439
H -10.18272 -2.28228 1.50064
H -10.25281 -0.04074 -0.59275
H -11.14587 -0.07138 0.94061
H -7.23658 1.04068 2.49818
H -4.88358 1.22787 1.77091
H -3.84529 0.20879 -1.61966
H -1.80183 1.13825 -1.89728
H -0.98767 -1.06946 0.04950
H -1.97094 -1.29945 -1.39710
H 0.38596 -1.92018 -1.82115
H -0.08391 -0.53931 -2.82009
H 1.44985 -0.42023 -0.19052
H 2.66663 -1.30576 -2.23215
H 2.43655 0.28695 -2.98858
H 3.76984 1.23205 -1.22661
H 5.48048 1.99564 -0.39654
H 6.38759 2.59240 1.00640
H 7.78063 2.72157 -1.04754
H 7.54527 0.98966 -1.32466
H 9.72386 1.36370 -0.21307
H 8.92756 2.24861 1.09069
H 9.34432 -0.07684 1.81489
H 8.49243 -0.69555 0.39635
H 6.98428 -0.73633 2.34576
H 7.26086 0.99985 2.62122
H 1.64270 2.01354 -0.66242
H 0.68063 1.80813 -2.13078
H -0.26030 1.26849 0.72796
H -0.71528 2.64855 -0.26472
H -5.97856 -0.36756 -2.03542
H -8.28732 -0.55424 -1.32472
```